C4H9N3 | ωB97M-V/def2-TZVPD

Its total energy is -321.82146 a.u. Its charge is 0. Its HOMO energy is -8.746 eV. For the gap between HOMO and LUMO, the calculation gives 9.436 eV. The value obtained for the LUMO energy is 0.69 eV. Its energy above the lowest of the compared OMol25 structures with the same formula, charge and spin is 168.7 kcal/mol.

XYZ file:
```
16
Properties=species:S:1:pos:R:3:mulliken_charge:R:1
H 2.7800 -1.4872 0.8504 0.220
C 2.2765 -0.6513 0.0373 -0.070
C -1.4664 0.5458 0.4400 -0.546
N 0.6632 1.5293 -0.3079 -0.624
H -3.1219 -0.1777 -0.4940 0.308
H 4.0328 0.2576 0.1791 0.280
C -2.0463 -0.5400 -0.5642 -0.744
H 0.0808 -1.7189 -0.0252 0.165
H -0.0260 2.2805 -0.4237 0.247
N 2.9754 0.4192 -0.3346 -0.443
H -1.6742 0.4745 1.7809 0.236
N 0.6240 -0.8146 0.0297 -0.194
C 0.0315 0.5630 0.1786 0.423
H -1.6559 -1.7058 0.0892 0.121
H -1.9644 1.6241 0.3785 0.353
H -1.5092 -0.5982 -1.8141 0.266
```

***

C22H24Br17FO5 | ωB97M-V/def2-TZVPD

Its total energy is -45086.89596 a.u. Its charge is 0. Its HOMO energy is -9.511 eV. For the gap between HOMO and LUMO, the calculation gives 8.119 eV. The value obtained for the LUMO energy is -1.39 eV.

XYZ file:
```
69
Properties=species:S:1:pos:R:3:mulliken_charge:R:1
C 5.2469 3.8562 1.8809 -0.411
C -3.1532 -0.7755 -1.0251 0.402
C 6.3780 -4.6392 1.8641 -0.360
Br 4.8551 5.4880 0.9351 -0.039
C 0.5975 -0.7287 -3.4303 -0.332
H 1.6150 -0.5361 -3.7869 -0.297
C -0.5117 2.6096 -0.9215 -0.571
C 0.1119 0.5911 -2.8015 -0.836
O -2.9588 2.3568 0.3697 -0.602
H -3.0057 -1.0423 2.2774 0.284
F -4.9059 -1.2597 2.8698 -0.244
C -1.1485 0.5220 -1.9870 0.522
Br -2.3547 7.2169 -3.7703 -0.030
Br 4.8015 -5.6935 2.2050 -0.011
C 5.2634 -0.7834 -2.6472 -0.387
H 2.3913 -1.1254 1.1604 -0.057
H 1.3609 0.7516 0.2067 -0.181
C -2.1550 -0.5547 -2.1126 0.641
O -3.8029 -1.9435 -1.0584 -0.533
C 1.9080 -1.8782 1.7689 -0.471
Br 6.5907 -3.2287 3.1642 -0.024
C -3.9848 -1.1892 1.8346 -0.265
H -3.9937 -2.1492 1.3383 0.303
H -4.2832 -1.9695 -1.8958 0.325
H -6.4240 -2.9171 4.3942 0.218
H 1.4133 -2.5951 -2.8558 0.475
H -3.4797 6.1216 -1.8624 0.061
Br -6.4250 -1.3721 6.3234 -0.022
H 6.1067 -0.1241 -2.7919 0.422
H 7.2268 -5.2980 1.9706 0.353
C 0.4836 2.6309 -0.0901 0.014
H -0.1325 1.0147 1.1725 0.152
C 0.6444 -1.9191 -2.4840 -1.081
O 0.0748 -3.2673 1.3327 -0.550
Br 6.4105 -3.9564 0.0582 0.017
C 1.0379 -1.5586 -1.0823 0.702
Br 1.6180 4.1498 0.0724 -0.124
H 2.6174 -2.5589 2.2031 0.277
H 0.0087 -0.9965 -4.2982 0.381
Br 5.2571 2.3308 0.7015 0.061
H -0.1023 1.2705 -3.6270 0.563
H 1.3186 -1.4050 2.5402 0.274
Br -4.3452 -3.6542 5.5073 -0.029
Br -7.3821 -4.4071 6.1189 -0.045
H -5.3264 -0.2995 0.4366 0.284
O -2.2358 -1.2421 -3.0687 -0.590
C -1.3904 1.4674 -1.1136 0.388
Br 4.0522 3.5930 3.3688 -0.020
C 0.9948 -2.7113 0.8939 0.718
H -0.2601 -2.5093 -2.4698 0.264
C -3.5559 7.1214 -2.2663 -0.035
Br 5.7914 -2.5316 -3.2562 -0.062
O 1.3471 -2.7935 -0.4076 -0.476
C -2.6092 1.4158 -0.2555 0.324
C 0.7798 1.4542 0.7914 -0.405
H 1.4020 1.7875 1.6109 0.550
C -4.4028 -0.0489 0.9429 -1.147
Br -3.0400 8.3393 -0.8677 0.004
H -4.4941 0.8855 1.4783 0.359
Br -0.8892 4.1532 -2.0111 -0.113
Br -5.3876 7.3813 -2.8020 -0.024
Br 3.8171 -0.0695 -3.7317 0.002
Br 4.8928 -0.7926 -0.7590 0.035
H 0.1841 -1.1371 -0.5550 0.275
H 0.9365 1.0352 -2.2573 0.381
C -6.1787 -3.0655 5.4354 -0.165
H 1.9173 -0.9259 -1.0230 -0.229
C -3.3774 0.1551 -0.1408 0.360
H 6.2429 3.9537 2.2856 0.377
```

***

C9H22ClHoI2N2P2 | ωB97M-V/def2-TZVPD

Its total energy is -3151.34594 a.u. Its charge is +2. Its HOMO energy (spin up / spin down) is -12.840 / -12.840 eV. For the gap between HOMO and LUMO (spin up / spin down), the calculation gives 4.627 / 4.375 eV. Its spin multiplicity is 5. The value obtained for the LUMO energy (spin up / spin down) is -8.21 / -8.47 eV.

XYZ file:
```
39
Properties=species:S:1:pos:R:3:mulliken_charge:R:1
H 2.4150 3.2959 -0.0337 0.436
H -1.2892 -2.5080 2.2487 0.146
H -2.0189 1.2649 3.3656 0.418
H -3.9200 1.0239 0.6134 0.457
H -3.9154 -0.6629 -0.0190 0.378
C 1.2560 -2.9292 -1.4537 -0.280
H -4.4434 -0.3422 1.6866 0.351
H 3.3101 -0.4186 -1.3144 0.147
Ho -0.6133 1.5148 0.1014 0.970
C 1.4083 -4.6984 -0.0175 -0.498
C 2.9005 2.4608 -0.5645 -1.141
H 0.4707 3.0310 -2.7596 0.454
P 1.6868 1.3494 -1.3786 0.670
C -2.1294 0.1728 3.2600 -1.176
H 3.4736 1.8552 0.1571 0.359
C 0.8785 -3.6003 0.6777 -0.227
H 1.9284 -4.8865 -2.0601 0.256
H 1.8389 -2.2583 -2.1184 0.264
H -1.3077 -0.3303 3.8002 0.369
Cl -1.3301 3.7839 0.5379 -0.327
I -0.8228 -3.0942 -1.8619 0.057
H -3.0847 -2.3248 2.3688 0.491
N 0.9775 -2.4317 -0.1198 -0.382
H 2.3098 -0.4889 -2.7878 0.300
N 1.7522 -4.2746 -1.2656 -0.165
H 3.6170 0.7566 -2.6587 0.496
H 3.5610 2.8413 -1.3617 0.377
H 0.4460 -3.6153 1.6758 0.538
C 2.8515 0.1810 -2.1134 -1.030
C -3.7571 -0.0363 0.8768 -1.164
H 1.5310 -5.7006 0.3528 0.486
C -2.1910 -2.1428 1.7471 -0.958
H -2.2797 -2.6461 0.7768 0.248
C 1.2370 2.2548 -2.9310 -1.206
H -3.1095 -0.1590 3.6486 0.372
H 0.8556 1.5092 -3.6542 0.385
P -2.0503 -0.3591 1.4975 0.640
I 2.8268 -2.1090 0.7877 0.140
H 2.1757 2.7074 -3.3028 0.349
```